Record 1
112
Properties=species:S:1:pos:R:3 method="wB97M-V/def2-TZVPD" energy_ha=-3304.21148 homo_ev=-5.485 charge=-1 homo_lumo_gap_ha=0.260
Rh 0.038 -0.156 0.012
C 1.625 -2.607 -1.789
C 2.932 -1.815 -1.729
C 2.851 -0.423 -1.083
N 2.025 -0.317 0.120
C 2.541 -0.332 1.332
C 3.852 -0.790 1.606
C 4.615 -0.701 2.756
C 4.355 -0.077 3.965
C 3.179 0.588 4.292
C 1.987 0.696 3.610
C 1.577 0.130 2.371
N 0.330 0.120 1.969
C -0.741 0.815 2.647
C -0.823 2.273 2.131
C 0.185 2.638 1.034
N 0.070 1.816 -0.162
C 0.447 2.272 -1.344
C 1.146 3.481 -1.515
C 1.362 4.259 -2.648
C 0.931 4.069 -3.943
C 0.250 2.942 -4.408
C -0.040 1.754 -3.783
C 0.188 1.311 -2.444
N 0.105 0.050 -2.092
C 0.118 -0.918 -3.186
C 0.571 -2.349 -2.870
H 1.155 -2.491 -0.826
H 1.872 -3.670 -1.856
H 3.380 -1.694 -2.721
H 3.636 -2.419 -1.148
H 2.437 0.287 -1.796
H 3.863 -0.078 -0.856
H 4.326 -1.305 0.781
H 5.589 -1.177 2.680
H 5.142 -0.085 4.708
H 3.187 1.095 5.253
H 1.224 1.278 4.109
H -0.635 0.767 3.732
H -1.656 0.291 2.388
H -0.663 2.977 2.951
H -1.830 2.452 1.751
H 1.210 2.606 1.429
H -0.010 3.675 0.747
H 1.567 3.879 -0.601
H 1.932 5.165 -2.468
H 1.134 4.855 -4.659
H -0.077 2.991 -5.442
H -0.566 1.038 -4.399
H 0.786 -0.519 -3.958
H -0.875 -0.971 -3.652
H 0.931 -2.751 -3.822
H -0.294 -2.962 -2.603
C -3.524 1.555 -2.506
C -4.019 1.797 -1.072
C -3.300 3.036 -0.527
C -5.531 2.035 -1.121
Si -3.556 0.238 -0.084
O -1.991 -0.045 -0.089
C -4.473 -1.214 -0.877
C -5.703 -1.675 -0.406
C -6.320 -2.790 -0.962
C -5.712 -3.476 -2.003
C -4.497 -3.027 -2.505
C -3.897 -1.905 -1.950
C -4.183 0.294 1.707
C -4.783 1.374 2.356
C -5.158 1.306 3.694
C -4.946 0.143 4.417
C -4.357 -0.952 3.795
C -3.984 -0.870 2.462
H -3.690 2.450 -3.119
H -4.052 0.723 -2.977
H -2.455 1.330 -2.520
H -3.503 3.904 -1.168
H -2.218 2.879 -0.508
H -3.620 3.295 0.486
H -5.754 2.904 -1.754
H -5.962 2.227 -0.136
H -6.053 1.174 -1.546
H -6.177 -1.175 0.433
H -7.265 -3.141 -0.564
H -6.165 -4.371 -2.411
H -4.013 -3.571 -3.307
H -2.937 -1.571 -2.336
H -4.962 2.298 1.818
H -5.620 2.163 4.170
H -5.240 0.085 5.458
H -4.192 -1.869 4.348
H -3.521 -1.734 1.993
O -1.928 -9.811 -2.643
S -2.651 -8.979 -1.702
O -3.247 -7.787 -2.271
O -3.494 -9.698 -0.762
C -1.336 -8.343 -0.612
N -0.469 -9.232 -0.109
C 0.479 -8.758 0.677
C 0.608 -7.409 0.986
C -0.345 -6.575 0.427
N -1.309 -7.038 -0.359
C -0.351 -5.089 0.624
C -1.330 -4.332 -0.004
C -1.282 -2.954 0.104
N -0.328 -2.305 0.779
C 0.582 -3.038 1.429
C 0.599 -4.418 1.391
H 1.180 -9.483 1.082
H 1.407 -7.056 1.621
H -2.098 -4.823 -0.588
H -2.014 -2.323 -0.377
H 1.328 -2.497 1.999
H 1.367 -4.948 1.936

---

Record 2
114
Properties=species:S:1:pos:R:3 method="wB97M-V/def2-TZVPD" energy_ha=-5460.40594 homo_ev=-9.068 charge=0 homo_lumo_gap_ha=0.324
C 9.877 -1.376 4.270
C 9.796 -1.131 2.617
O 8.979 0.076 2.431
B 8.009 -0.052 1.330
O 8.457 0.393 -0.035
C 6.448 -0.591 1.454
C 6.445 -1.628 2.767
N 6.499 -2.436 3.781
C 6.112 -1.390 0.061
C 4.789 -2.382 0.147
C 5.134 -3.959 -0.081
C 4.202 -5.032 0.720
N 3.447 -4.498 1.911
C 3.372 -5.477 3.061
C 2.093 -3.919 1.543
C 1.071 -3.234 2.676
O 1.617 -3.862 0.268
C 5.362 0.591 1.844
Br 6.356 2.170 2.672
C 4.418 -0.003 3.052
N 3.555 -0.601 3.844
C 4.546 1.217 0.570
C 3.065 0.578 0.295
O 1.960 1.548 0.591
C 1.245 1.166 1.820
C -0.077 0.199 1.911
O 1.686 1.696 2.989
H 9.080 -2.151 4.647
H 9.576 -0.336 4.761
H 10.960 -1.617 4.644
H 9.238 -2.051 2.124
H 10.906 -1.045 2.258
H 9.271 -0.173 -0.260
H 6.083 -0.687 -0.902
H 7.036 -2.118 -0.133
H 4.237 -2.112 1.139
H 4.071 -2.044 -0.739
H 6.286 -4.209 0.103
H 4.970 -4.174 -1.245
H 4.942 -5.868 1.143
H 3.521 -5.613 -0.068
H 4.079 -5.073 3.929
H 3.730 -6.564 2.815
H 2.298 -5.582 3.546
H 0.248 -2.565 2.158
H 0.539 -4.135 3.248
H 1.655 -2.581 3.469
H 5.183 1.243 -0.438
H 4.364 2.369 0.830
H 2.990 0.399 -0.883
H 2.860 -0.461 0.790
H -1.028 0.881 1.893
H -0.105 -0.473 2.895
H -0.147 -0.507 0.966
F -2.071 0.873 -0.050
C -2.397 2.024 -0.654
C -3.686 2.526 -0.518
C -4.025 3.727 -1.143
C -3.073 4.407 -1.905
C -1.782 3.892 -2.040
C -1.441 2.697 -1.406
H -4.415 1.980 0.071
H -5.028 4.132 -1.036
H -3.338 5.341 -2.396
H -1.044 4.421 -2.637
H -0.440 2.287 -1.493
F -7.604 -0.173 -1.688
C -7.021 -1.016 -0.825
C -5.660 -0.895 -0.564
C -5.054 -1.768 0.338
C -5.813 -2.762 0.962
C -7.177 -2.878 0.689
C -7.785 -1.997 -0.205
H -5.085 -0.122 -1.064
H -3.992 -1.677 0.555
H -5.339 -3.446 1.662
H -7.765 -3.655 1.172
H -8.846 -2.068 -0.422
F -5.945 -3.557 -2.976
C -7.037 -3.653 -3.747
C -7.921 -2.582 -3.817
C -9.055 -2.680 -4.623
C -9.299 -3.853 -5.341
C -8.409 -4.925 -5.260
C -7.269 -4.822 -4.463
H -7.719 -1.682 -3.246
H -9.748 -1.845 -4.692
H -10.186 -3.930 -5.966
H -8.603 -5.838 -5.816
H -6.561 -5.642 -4.394
F 4.006 9.429 3.125
C 4.754 8.357 2.831
C 4.356 7.102 3.276
C 5.132 5.985 2.965
C 6.304 6.138 2.220
C 6.698 7.404 1.782
C 5.916 8.518 2.084
H 3.447 7.003 3.860
H 4.825 4.998 3.302
H 6.911 5.268 1.982
H 7.613 7.521 1.206
H 6.202 9.508 1.744
F -11.239 0.560 -4.680
C -10.369 1.569 -4.534
C -10.128 2.424 -5.604
C -9.226 3.477 -5.451
C -8.568 3.657 -4.232
C -8.813 2.790 -3.166
C -9.723 1.744 -3.316
H -10.642 2.263 -6.546
H -9.037 4.156 -6.278
H -7.861 4.476 -4.114
H -8.296 2.930 -2.220
H -9.932 1.066 -2.495

---

Record 3
119
Properties=species:S:1:pos:R:3 method="wB97M-V/def2-TZVPD" energy_ha=-4175.06784 homo_ev="-4.686 / -4.696" charge=0 homo_lumo_gap_ha="0.091 / 0.091"
Tl -0.720 -1.174 -1.284
C 2.429 -3.188 -1.000
C 2.239 -2.592 0.404
C 3.058 -1.288 0.345
P 0.495 -2.263 0.985
C -0.175 -4.099 1.026
C 0.243 -4.872 2.318
C -1.671 -4.039 0.743
C 0.898 -1.847 2.756
C 2.106 -2.110 3.371
C 2.256 -1.746 4.730
C 1.351 -0.874 5.345
C 0.206 -0.528 4.679
C -0.111 -1.087 3.425
N -1.309 -0.919 2.805
C -1.921 0.282 2.826
C -1.401 1.591 2.892
C -2.176 2.702 2.839
C -3.518 2.549 2.606
C -4.104 1.289 2.611
C -3.333 0.190 2.536
P -4.039 -1.390 1.965
C -4.817 -2.126 3.478
C -5.095 -1.315 4.774
C -3.991 -3.338 3.994
C -5.359 -1.179 0.660
C -4.861 -0.105 -0.302
C -6.818 -0.879 1.115
H 3.473 -3.559 -1.091
H 2.391 -2.486 -1.835
H 1.796 -4.035 -1.311
H 2.669 -3.274 1.173
H 3.075 -0.903 -0.682
H 4.131 -1.486 0.577
H 2.746 -0.530 1.005
H 0.398 -4.549 0.184
H -0.324 -4.793 3.283
H 1.320 -4.862 2.477
H 0.093 -5.949 2.052
H -2.189 -3.131 1.234
H -2.199 -4.985 1.098
H -1.907 -3.863 -0.281
H 2.966 -2.586 2.897
H 3.168 -2.096 5.214
H 1.544 -0.525 6.386
H -0.627 0.022 5.112
H -0.339 1.666 3.050
H -1.716 3.643 3.089
H -4.180 3.379 2.439
H -5.184 1.139 2.580
H -5.781 -2.571 3.109
H -4.166 -0.808 5.104
H -5.308 -2.026 5.659
H -5.977 -0.681 4.704
H -4.556 -4.152 4.542
H -3.238 -2.938 4.660
H -3.428 -3.888 3.186
H -5.406 -2.130 0.138
H -5.130 0.899 -0.021
H -5.372 -0.333 -1.244
H -3.766 -0.156 -0.423
H -6.848 -0.029 1.807
H -7.290 -1.751 1.638
H -7.384 -0.583 0.177
C 0.195 5.496 -5.439
C 0.135 5.671 -3.927
N 0.289 4.462 -3.133
C -0.740 3.567 -2.993
C -0.650 2.381 -2.379
C -2.020 1.735 -2.136
O -3.036 2.178 -2.672
O -1.908 0.783 -1.325
C 0.585 1.965 -1.704
O 0.800 0.873 -1.126
C 1.662 2.959 -1.760
C 2.968 2.742 -1.136
C 3.945 3.684 -1.256
F 5.072 3.669 -0.424
C 3.961 4.708 -2.289
C 2.719 4.825 -2.919
C 1.562 4.086 -2.594
N 4.962 5.716 -2.369
C 4.738 6.876 -3.227
C 5.612 8.109 -2.824
N 7.028 7.681 -2.672
C 7.118 6.580 -1.682
C 6.368 5.391 -2.316
H -0.217 6.309 -6.026
H -0.324 4.612 -5.769
H 1.250 5.288 -5.726
H -0.866 6.018 -3.594
H 0.878 6.404 -3.580
H -1.687 3.822 -3.452
H 3.066 1.952 -0.403
H 2.627 5.506 -3.784
H 3.695 7.253 -3.045
H 4.853 6.621 -4.309
H 5.284 8.536 -1.866
H 5.612 8.767 -3.670
H 7.625 8.479 -2.481
H 7.371 7.274 -3.539
H 6.586 6.933 -0.771
H 8.162 6.422 -1.387
H 6.454 4.477 -1.739
H 6.716 5.116 -3.295
N 1.244 -1.699 -3.971
C 0.351 -1.501 -3.228
F -0.677 -10.014 1.081
C -1.078 -9.368 -0.023
C -0.799 -9.859 -1.302
F 0.099 -10.891 -1.347
C -1.147 -9.115 -2.423
F -0.561 -9.496 -3.579
C -1.897 -7.913 -2.395
S -2.214 -6.950 -3.722
C -2.272 -7.585 -1.086
F -3.239 -6.674 -0.930
C -1.757 -8.141 0.086
F -1.820 -7.452 1.250

---

Record 4
119
Properties=species:S:1:pos:R:3 method="wB97M-V/def2-TZVPD" energy_ha=-7016.55918 homo_ev=-4.919 charge=-1 homo_lumo_gap_ha=0.248
Lu -0.820 2.373 0.885
O -6.427 5.143 -0.099
C -5.449 4.396 0.053
C -4.513 3.800 -0.977
O -4.810 3.702 -2.159
C -3.268 3.490 -0.311
C -3.430 3.779 1.082
O -2.411 3.584 1.878
C -4.755 4.228 1.426
O -5.161 4.536 2.536
O -2.147 3.083 -0.754
N -1.608 -1.104 0.205
C -1.081 -0.388 -0.788
O -0.751 0.786 -0.663
C -0.823 -1.110 -2.106
C -0.828 -0.124 -3.290
H -1.658 -0.700 1.147
H -2.190 -1.929 -0.043
H -1.544 -1.922 -2.150
H 0.267 -1.436 -1.964
H -1.405 0.762 -3.018
H 0.128 0.316 -3.436
O -1.329 0.855 2.246
N -0.755 1.698 3.232
S 3.965 3.849 0.493
C 2.419 3.482 0.719
N 1.271 3.152 0.865
C 0.446 -2.787 -4.843
C -1.015 -2.476 -5.256
C -1.107 -2.798 -6.755
C -1.835 -3.544 -4.474
Si -1.551 -0.657 -4.937
C -3.433 -0.438 -5.007
C -3.890 0.997 -5.234
C -4.136 -1.251 -6.071
C -4.025 -0.852 -3.711
C -0.744 0.637 -6.201
C -0.835 2.042 -5.542
C -1.350 0.592 -7.671
C 0.770 0.403 -6.455
H 0.592 -3.861 -4.864
H 0.572 -2.449 -3.846
H 1.200 -2.294 -5.480
H -0.992 -3.870 -6.923
H -0.405 -2.168 -7.254
H -2.104 -2.597 -7.171
H -1.510 -4.480 -4.924
H -2.903 -3.439 -4.457
H -1.447 -3.581 -3.445
H -3.598 1.348 -6.190
H -3.451 1.616 -4.441
H -4.995 1.097 -5.152
H -3.710 -1.029 -7.044
H -5.224 -0.904 -5.994
H -4.042 -2.293 -5.787
H -3.576 -0.295 -2.899
H -3.925 -1.898 -3.438
H -5.113 -0.570 -3.654
H -1.806 2.494 -5.622
H -0.190 2.760 -6.079
H -0.554 2.030 -4.532
H -2.465 0.731 -7.685
H -1.063 -0.313 -8.175
H -0.816 1.379 -8.214
H 1.369 0.541 -5.562
H 1.144 1.219 -7.078
H 1.062 -0.495 -6.984
C 2.246 1.047 4.001
C 3.589 1.679 4.237
As 5.254 0.893 3.424
C 5.343 -0.779 4.434
C 4.367 -1.761 4.406
C 4.349 -2.841 5.304
C 5.367 -3.017 6.206
C 6.364 -2.088 6.268
C 6.340 -0.999 5.414
C 4.721 0.207 1.693
C 5.605 -0.648 1.023
C 5.229 -1.172 -0.257
C 4.011 -0.861 -0.842
C 3.152 -0.001 -0.239
C 3.592 0.604 0.991
P 0.999 1.640 5.201
C 1.093 0.437 6.561
C -0.003 0.427 7.542
C 0.124 -0.439 8.637
C 1.270 -1.219 8.726
C 2.253 -1.263 7.780
C 2.153 -0.452 6.646
C -0.475 1.005 4.472
C -1.647 2.026 4.345
C -3.005 1.556 4.361
C -3.214 0.210 4.335
C -2.160 -0.753 4.392
C -0.848 -0.406 4.491
H 2.287 -0.058 4.084
H 1.813 1.273 3.072
H 3.791 1.676 5.292
H 3.636 2.752 3.920
H 3.544 -1.688 3.717
H 3.494 -3.552 5.199
H 5.220 -3.824 6.947
H 7.157 -2.139 6.950
H 7.077 -0.246 5.525
H 6.541 -0.975 1.456
H 5.950 -1.710 -0.820
H 3.764 -1.440 -1.665
H 2.267 0.307 -0.697
H 2.905 1.345 1.383
H -0.734 1.200 7.508
H -0.640 -0.521 9.401
H 1.380 -1.976 9.475
H 3.134 -1.886 7.893
H 2.922 -0.510 5.869
H -1.304 3.048 4.801
H -3.841 2.230 4.125
H -4.230 -0.180 4.114
H -2.384 -1.825 4.243
H -0.050 -1.180 4.697

---

Q: Look up the charge of the second one.
A: 0

---

Q: What is the charge in the second record?
A: 0